ORCA calculation (ωB97M-V with the def2-TZVPD basis set) on one molecule with the formula C6HN3 in a non-equilibrium geometry.

Geometry as XYZ:
```
10
Properties=species:S:1:pos:R:3:lowdin_charge:R:1
C -0.05275 -2.16984 0.59988 -0.166
C 1.03200 -0.35235 1.82202 -0.209
C -1.29004 1.79898 -1.34318 -0.211
C 0.22382 0.17262 -0.42035 0.193
C 0.40735 -0.77771 0.65357 -0.194
C -0.04181 1.14579 -1.34357 -0.046
N -0.22028 -3.29836 0.50578 0.184
N 1.65996 -0.06958 2.76310 0.196
N -2.37114 2.18333 -1.20684 0.184
H 0.65290 1.36711 -2.03041 0.070
```

multiplicity: 1
structure (SMILES): N#CC=C=C(C#N)C#N
Kohn-Sham gap: 9.35 eV

ORCA calculation (ωB97M-V with the def2-TZVPD basis set) on C6N3PdS3Se as an isolated structure.

Geometry as XYZ:
```
14
Properties=species:S:1:pos:R:3:lowdin_charge:R:1
Pd 0.58014 -1.08007 -0.94342 0.084
S 1.69027 -0.39169 0.94945 0.532
C 0.71377 0.95515 1.46760 -0.779
C 1.15840 1.62773 2.65328 -0.322
N 1.54115 2.14291 3.61197 0.109
C -0.40851 1.36599 0.81904 -0.799
S -1.02318 0.62445 -0.62242 0.509
C -1.15709 2.47950 1.33475 -0.316
N -1.77523 3.36825 1.73169 0.111
S 2.77175 -3.58807 -0.52335 0.390
C 1.97638 -2.40356 -1.20517 -1.011
Se -0.47792 -2.15701 -2.97156 0.432
C -2.23859 -1.61507 -3.08025 -0.916
N -3.35134 -1.32851 -3.22160 -0.023
```

net charge: -2
multiplicity: 2
<S²>: 0.76
Kohn-Sham gap (spin up / spin down): 5.20 / 6.09 eV

ORCA calculation (ωB97M-V with the def2-TZVPD basis set) on C70H158AsF12N6O2P4 as an isolated structure in a non-equilibrium geometry.

Geometry as XYZ:
```
253
Properties=species:S:1:pos:R:3:lowdin_charge:R:1
As -25.25660 7.31435 -9.31304 0.816
F -23.67018 8.01727 -9.06342 -0.256
F -25.96640 8.55950 -8.26732 -0.252
F -26.83809 6.61764 -9.61132 -0.243
F -24.46186 6.20633 -10.43591 -0.275
F -25.05430 6.30025 -7.91512 -0.264
F -25.53905 8.41153 -10.69209 -0.273
C -23.75602 3.00112 -8.90697 0.030
N -24.86573 2.20121 -9.55875 -0.338
C -25.54806 1.28178 -8.55474 0.042
C -25.92843 3.11250 -10.13316 0.011
C -24.18965 1.31831 -10.57377 -0.105
C -25.07267 0.40477 -11.43295 -0.201
O -25.80572 1.14226 -12.37675 -0.074
H -23.46449 3.71230 -9.67936 0.100
H -22.96220 2.31868 -8.62529 0.115
H -24.19612 3.56786 -8.08920 0.104
H -24.76453 0.69480 -8.08353 0.122
H -26.30838 0.71734 -9.07912 0.100
H -25.99773 1.93726 -7.81094 0.100
H -25.57808 3.42970 -11.11529 0.098
H -25.92001 4.02385 -9.54129 0.081
H -26.85751 2.56197 -10.21495 0.105
H -23.44481 0.68438 -10.08789 0.146
H -23.53022 1.94506 -11.17912 0.145
H -25.69548 -0.19437 -10.75789 0.119
H -24.50683 -0.32075 -12.02462 0.148
H -25.99056 0.66433 -13.18811 0.109
C -27.19820 12.61793 -8.62776 0.018
N -27.31916 12.39495 -10.10398 -0.320
C -27.05725 10.91959 -10.34416 -0.012
C -28.75464 12.69184 -10.51821 0.049
C -26.25789 13.15646 -10.88620 -0.072
C -26.34330 13.05358 -12.40979 -0.216
O -27.46645 13.68878 -13.00679 -0.053
H -28.04720 12.15262 -8.12794 0.096
H -27.35079 13.67735 -8.42327 0.119
H -26.24433 12.18486 -8.34368 0.109
H -26.01489 10.79700 -10.60630 0.087
H -27.71983 10.54163 -11.12165 0.090
H -27.38078 10.35939 -9.46971 0.069
H -28.89480 12.63758 -11.58788 0.089
H -29.12152 13.65155 -10.16475 0.126
H -29.27525 11.86439 -10.03696 0.082
H -25.28367 12.74830 -10.62035 0.130
H -26.33697 14.18647 -10.54354 0.147
H -26.32193 12.04479 -12.84073 0.112
H -25.49268 13.49704 -12.93127 0.133
H -28.14840 13.09433 -13.32440 0.081
C -28.68277 3.42954 -14.66800 -0.040
C -28.12317 3.05710 -13.29286 -0.160
N -28.79750 3.85884 -12.25923 -0.051
C -28.26694 4.93101 -11.57152 -0.011
C -29.26441 5.37482 -10.70193 0.033
N -30.28002 4.42282 -10.78187 -0.047
C -30.00006 3.59808 -11.77720 -0.034
C -31.51991 4.40539 -9.97243 0.035
H -29.77270 3.39603 -14.59616 0.085
H -28.35771 2.76905 -15.46704 0.088
H -28.51176 4.47591 -14.92927 0.068
H -27.04564 3.16591 -13.20010 0.103
H -28.37400 2.02273 -13.06142 0.124
H -27.30527 5.31703 -11.86058 0.115
H -29.44767 6.24726 -10.09665 0.083
H -30.59738 2.79703 -12.18540 0.182
H -32.32043 4.80775 -10.58773 0.104
H -31.44744 5.04937 -9.09892 0.075
H -31.68117 3.40165 -9.58719 0.105
C -29.11132 11.00556 -5.07700 -0.032
C -29.46818 9.58537 -4.54363 -0.138
N -28.34038 8.66644 -4.57454 -0.030
C -27.71377 8.25699 -5.72470 -0.009
C -26.60491 7.54479 -5.34465 -0.021
N -26.67446 7.34325 -3.97583 -0.075
C -27.64261 8.16023 -3.54978 -0.013
C -25.61385 6.81076 -3.11432 0.034
H -30.02159 11.32931 -5.57695 0.089
H -28.34531 10.90596 -5.84648 0.051
H -28.77270 11.64790 -4.27201 0.084
H -30.34119 9.15457 -5.02719 0.126
H -29.74102 9.74038 -3.49877 0.127
H -28.06256 8.51726 -6.71242 0.100
H -25.81774 7.05253 -5.88992 0.106
H -27.94801 8.37059 -2.53583 0.174
H -25.74257 5.73598 -3.04269 0.104
H -25.59965 7.32071 -2.15440 0.110
H -24.66564 7.10161 -3.56604 0.088
C -28.05913 4.16444 -6.86699 -0.092
C -29.15470 4.91302 -6.08798 -0.274
C -30.34448 4.02785 -5.80236 -0.223
C -31.39124 4.81767 -4.99149 -0.252
P -33.12826 4.34014 -5.00570 0.990
C -33.41535 2.73045 -4.28495 -0.266
C -32.81147 1.46496 -4.97336 -0.228
C -33.34007 0.27610 -4.17966 -0.262
C -32.86990 -1.08045 -4.71897 -0.097
C -34.14540 5.64681 -4.28290 -0.263
C -35.67085 5.54138 -4.55074 -0.224
C -36.37434 6.66945 -3.80793 -0.252
C -36.14714 6.80466 -2.29534 -0.096
C -33.57145 4.27611 -6.75029 -0.260
C -33.72740 5.55596 -7.61658 -0.264
C -34.65079 5.54505 -8.81409 -0.245
C -34.55730 6.91136 -9.53490 -0.076
H -27.18770 4.75838 -7.13025 0.051
H -28.39425 3.76370 -7.83082 0.060
H -27.93361 3.28345 -6.22738 0.077
H -29.44056 5.80174 -6.66154 0.081
H -28.70205 5.41566 -5.22767 0.101
H -30.05662 3.13697 -5.24291 0.113
H -30.73846 3.71876 -6.77216 0.098
H -31.49597 5.84896 -5.35055 0.095
H -31.16711 4.88284 -3.92185 0.110
H -34.50612 2.62465 -4.25923 0.104
H -33.17061 2.68716 -3.21955 0.116
H -31.72426 1.51983 -4.96687 0.099
H -33.18636 1.43959 -5.99945 0.111
H -34.41610 0.28499 -4.01658 0.120
H -32.85764 0.34058 -3.19765 0.116
H -31.83497 -1.01702 -5.07218 0.069
H -33.37361 -1.30823 -5.66548 0.076
H -32.96640 -1.96398 -4.09558 0.082
H -33.83192 6.57085 -4.78011 0.101
H -33.92779 5.70773 -3.21607 0.097
H -36.03973 4.61685 -4.09101 0.115
H -35.84412 5.44962 -5.62134 0.100
H -37.45720 6.63502 -3.93310 0.119
H -36.05929 7.60217 -4.28901 0.113
H -36.88519 7.50708 -1.90650 0.085
H -35.13613 7.14833 -2.08095 0.064
H -36.39610 5.93090 -1.68742 0.085
H -34.52079 3.73223 -6.80728 0.112
H -32.83309 3.66880 -7.28118 0.070
H -32.74902 6.03036 -7.75055 0.097
H -34.16174 6.34339 -6.98032 0.099
H -35.69358 5.39946 -8.53295 0.119
H -34.34799 4.73312 -9.48264 0.097
H -34.65324 7.74664 -8.84810 0.085
H -35.33013 6.93425 -10.30433 0.084
H -33.64154 6.94245 -10.12425 0.052
C -22.19442 11.23608 -12.41612 -0.098
C -22.75678 9.82879 -12.42333 -0.249
C -22.97127 9.35850 -13.89054 -0.217
C -23.27955 7.82340 -13.97537 -0.254
P -24.40647 7.36826 -15.30079 1.010
C -24.42509 5.53872 -15.36751 -0.253
C -25.24849 4.87711 -16.47679 -0.268
C -24.56626 3.64364 -17.05297 -0.258
C -25.44695 2.90665 -18.06314 -0.082
C -26.11679 7.96515 -15.17111 -0.252
C -26.94849 7.44624 -13.97787 -0.243
C -28.41503 7.95353 -14.00046 -0.222
C -28.53631 9.49870 -14.11533 -0.090
C -23.91215 8.10029 -16.88646 -0.265
C -22.44973 7.90449 -17.31257 -0.238
C -22.05457 8.97385 -18.31778 -0.276
C -20.74349 8.76269 -19.05163 -0.095
H -22.95053 11.98462 -12.65089 0.069
H -21.35207 11.36987 -13.10120 0.085
H -21.68098 11.49166 -11.48473 0.066
H -23.72707 9.76654 -11.92779 0.084
H -22.06368 9.14233 -11.93412 0.107
H -22.05525 9.60246 -14.43143 0.111
H -23.74231 9.89978 -14.44524 0.102
H -23.66533 7.55374 -12.98922 0.084
H -22.35603 7.27791 -14.17915 0.099
H -24.72718 5.16807 -14.38597 0.091
H -23.35536 5.31178 -15.43880 0.100
H -25.64173 5.50433 -17.28476 0.115
H -26.21025 4.55363 -16.05357 0.089
H -24.32262 2.99073 -16.20851 0.108
H -23.62927 4.06277 -17.43018 0.114
H -25.42384 3.47089 -18.99829 0.086
H -26.50248 2.83289 -17.79977 0.069
H -25.05577 1.91550 -18.28087 0.082
H -26.57783 7.54255 -16.07091 0.107
H -26.15442 9.05134 -15.23117 0.097
H -26.40507 7.79039 -13.09134 0.093
H -27.06710 6.36531 -13.86750 0.073
H -28.84154 7.67747 -13.03460 0.090
H -28.95385 7.43548 -14.79226 0.111
H -29.47732 9.82744 -13.65730 0.077
H -28.60653 9.81167 -15.15319 0.084
H -27.87931 10.02743 -13.41959 0.050
H -24.26610 9.12997 -16.96546 0.108
H -24.51264 7.56255 -17.62878 0.103
H -22.35812 6.87873 -17.67858 0.116
H -21.75699 7.93899 -16.46433 0.104
H -22.19018 9.96738 -17.87743 0.115
H -22.75990 9.09132 -19.15392 0.119
H -20.62460 9.45940 -19.87905 0.085
H -20.64444 7.76332 -19.47698 0.082
H -19.89850 8.89567 -18.37004 0.078
C -18.62905 12.01853 -8.11872 -0.109
C -18.81864 10.79639 -8.99928 -0.247
C -19.84992 9.83113 -8.42696 -0.267
C -19.56813 9.34171 -7.01632 -0.251
P -20.68509 8.01739 -6.39004 1.056
C -22.31289 8.80734 -6.07490 -0.248
C -22.44151 9.42973 -4.67919 -0.256
C -23.70760 10.26553 -4.40942 -0.239
C -23.85455 11.50259 -5.31617 -0.096
C -20.98391 6.79752 -7.71816 -0.270
C -19.65615 6.06751 -8.11732 -0.218
C -19.99985 5.11767 -9.23882 -0.245
C -20.63501 5.76594 -10.49841 -0.103
C -19.90580 7.34966 -4.86098 -0.238
C -18.39354 7.20586 -4.90364 -0.269
C -17.61144 6.67875 -3.69547 -0.218
C -18.11723 5.30768 -3.25618 -0.111
H -19.58296 12.47769 -7.83026 0.078
H -18.06388 12.76122 -8.67960 0.086
H -18.17712 11.83918 -7.14079 0.075
H -17.82452 10.38150 -9.17392 0.121
H -19.21239 11.17959 -9.94270 0.104
H -19.98779 9.04565 -9.18235 0.096
H -20.84560 10.29261 -8.43294 0.108
H -19.66448 10.22105 -6.37469 0.105
H -18.54415 8.97345 -6.93885 0.095
H -23.07415 8.02396 -6.14698 0.083
H -22.53187 9.50682 -6.88202 0.092
H -21.61156 10.12199 -4.50168 0.117
H -22.35846 8.73596 -3.83968 0.101
H -23.69407 10.61474 -3.37537 0.113
H -24.65521 9.71780 -4.44670 0.082
H -24.65733 11.40161 -6.05317 0.053
H -22.93867 11.79884 -5.83309 0.074
H -24.15899 12.44318 -4.84816 0.080
H -21.39291 7.42371 -8.51196 0.060
H -21.73598 6.11628 -7.31701 0.099
H -19.47937 5.46978 -7.21963 0.104
H -18.86623 6.79785 -8.27155 0.116
H -20.54891 4.24138 -8.89956 0.101
H -19.05500 4.78895 -9.68488 0.117
H -20.12444 6.67242 -10.82751 0.079
H -21.71123 5.90383 -10.37389 0.043
H -20.49635 5.11035 -11.36194 0.073
H -20.36425 6.35506 -4.80006 0.101
H -20.33885 8.03706 -4.13270 0.083
H -17.99816 8.20173 -5.13818 0.100
H -18.07690 6.69949 -5.82371 0.104
H -17.87856 7.39683 -2.91562 0.116
H -16.54789 6.69226 -3.90653 0.121
H -18.41079 4.67671 -4.09890 0.069
H -18.83237 5.21155 -2.43592 0.076
H -17.32414 4.73267 -2.76292 0.082
P -30.14356 8.73296 -9.01810 0.221
F -30.42550 10.05359 -9.89033 -0.131
F -29.13749 9.53513 -8.00976 -0.186
F -31.36534 8.98879 -7.98919 -0.149
F -29.81615 7.35829 -8.11902 -0.211
F -31.14026 7.85442 -9.94466 -0.152
F -28.87227 8.43454 -9.98829 -0.167
```

net charge: +5
multiplicity: 1
Kohn-Sham gap: 9.86 eV

| no. | total energy (eV) |
| --- | --- |
| 1 | -10703.985 |
| 2 | -112025.306 |
| 3 | -218760.207 |